(1)
This record from OMol25 describes a molecular structure, CH5PS2 at a distorted geometry. The level of theory is wB97M-V/def2-TZVPD.

Calculated values
- Energy above the lowest of the compared OMol25 structures with the same formula, charge and spin: 71.6 kcal/mol
- Max |F|: 3.0 eV Å⁻¹
- Orbital gap (alpha / beta): 0.253 / 0.252 Eh
- E_tot: -32074.95359 eV

```
9
Properties=species:S:1:pos:R:3:forces:R:3
S 0.696003 -0.080460 -0.932848 -2.5 0.8 -0.1
S -1.673794 1.142926 -0.071951 2.8 0.9 -0.6
P -2.849339 -0.479405 0.174840 -0.8 -0.6 -1.7
C 1.910742 0.295237 0.291515 0.0 1.5 0.3
H 2.802221 -0.238685 -0.047656 0.1 0.2 0.0
H 1.613568 -0.116907 1.248977 0.1 0.2 0.2
H 2.095538 1.418331 0.325999 0.0 -1.6 0.1
H -2.945774 -0.814750 -1.274752 -0.2 0.0 1.3
H -1.649162 -1.126291 0.285879 0.4 -1.4 0.5
```
Positions in Å, forces in eV/Å.


(2)
This record from OMol25 describes 31 unconnected molecules or ions with the total composition CH63BBrN4O33. The level of theory is wB97M-V/def2-TZVPD.

Calculated values
- Total charge: +1
- Max |F|: 0.9 eV Å⁻¹
- Orbital gap: 0.250 Eh
- E_tot: -146302.03226 eV

```
103
Properties=species:S:1:pos:R:3:forces:R:3
Br 0.139083 4.222698 -0.454905 -0.1 0.1 -0.2
O 1.878047 8.498295 -3.749235 0.0 0.0 0.0
O 4.040384 1.889450 3.476514 -0.2 0.0 -0.2
O -0.615803 -7.239410 3.053431 0.2 -0.2 -0.1
O -2.358686 -6.923153 -2.304602 0.1 0.1 0.1
O -5.144339 -5.248410 0.217988 0.3 0.3 -0.2
O -3.100968 4.214872 0.135170 0.6 0.1 -0.4
O 0.812619 -0.398052 5.295691 -0.2 -0.2 -0.4
O 9.094170 -0.360464 2.951880 -0.1 0.1 -0.1
O 2.283663 2.114084 6.084078 0.1 0.2 -0.3
O -3.884760 -4.177957 -2.547331 0.3 0.0 -0.2
O 0.083074 2.273398 3.780698 -0.2 0.2 -0.1
O -2.701679 -9.597608 2.413769 0.1 0.0 0.0
O -1.144476 2.221935 -5.667229 -0.2 -0.1 0.1
O -1.795078 -3.163972 -4.834933 0.1 0.2 -0.1
O 1.628186 -2.061750 3.119893 0.2 0.1 -0.4
O -3.265664 -6.187581 2.568518 0.0 0.2 -0.2
O -3.450367 -3.275498 3.460366 0.0 0.0 -0.1
O 3.304588 2.542341 -1.518915 -0.2 0.0 0.1
O -1.455797 -1.038895 2.971787 0.5 -0.1 0.2
O 2.200968 4.967362 2.237958 -0.1 0.1 0.0
O 2.129322 2.122109 1.365785 -0.3 -0.2 -0.4
O -3.825762 4.007757 -2.130149 0.6 -0.4 0.2
O 6.439425 -1.723246 4.183509 0.0 0.3 -0.1
O 0.918829 -1.886534 -5.360628 0.0 0.0 0.0
O 1.009422 2.268348 -7.675870 0.1 0.1 0.0
O -2.373975 -0.315146 -4.606637 -0.2 -0.1 0.1
O -0.165891 7.229810 -1.956816 -0.3 -0.3 0.5
O -2.939985 6.088028 -1.404299 0.4 -0.5 0.3
O 1.334286 2.784979 -3.885923 -0.2 0.0 0.2
O -0.833975 9.962343 -2.997149 -0.2 -0.1 -0.1
O 0.115273 -3.753185 4.984059 0.0 0.0 0.1
O -4.668441 -4.812385 -5.955537 0.1 0.1 0.0
O 4.469590 -3.048895 2.176643 -0.1 0.2 0.0
N -0.848709 1.691447 0.292929 -0.1 -0.2 0.3
N -1.927554 1.092453 0.704442 0.1 0.1 0.0
N -1.114485 2.978990 0.038307 0.3 0.1 -0.4
N -2.907454 1.943801 0.700047 0.1 0.0 -0.1
C -2.423977 3.125273 0.263680 -0.8 -0.4 0.3
B -3.279432 4.793624 -1.189857 -0.3 0.8 -0.3
H -3.214381 -4.845255 -2.745958 0.0 -0.2 0.2
H 0.026095 2.021062 2.856967 0.2 -0.1 0.0
H -0.872702 7.852181 -2.169372 0.2 0.1 -0.1
H -0.228118 -6.407790 2.760012 -0.1 0.1 0.1
H 3.013028 5.469122 2.098699 0.0 -0.1 0.0
H 3.629482 -2.574094 2.141595 -0.1 0.0 0.1
H 4.621679 1.282238 3.004164 0.1 0.0 0.1
H 1.762505 1.673310 -7.597232 -0.1 -0.1 0.0
H -4.378434 -4.649783 -5.051243 -0.3 -0.1 0.1
H 1.365171 -2.984467 3.021220 -0.1 0.0 0.4
H 0.497928 7.784675 -1.528676 0.1 0.1 -0.2
H 8.277771 -0.858265 3.067978 0.0 -0.2 0.1
H -1.277167 -0.242261 2.464394 -0.3 0.0 0.0
H 2.790132 2.647316 1.849473 0.0 -0.1 0.2
H 0.919987 2.749232 3.848696 0.0 -0.1 0.2
H 1.219337 -1.123938 4.803414 0.3 -0.2 0.3
H -2.189980 6.398452 -0.874930 -0.2 0.2 0.0
H -1.136003 -0.835211 3.865200 -0.1 0.2 0.0
H -1.179739 2.259966 -6.629795 0.1 0.0 0.0
H -2.363548 -10.468222 2.645901 -0.1 0.0 0.0
H -3.128950 -4.019084 2.936161 0.0 -0.2 0.1
H 1.955247 2.693869 -3.150965 0.2 0.0 0.0
H -4.183029 -4.427686 -1.663393 -0.2 -0.2 0.0
H 0.065991 -2.330746 -5.256752 0.0 -0.1 0.0
H 4.236837 -3.973515 2.049285 0.1 0.0 0.0
H 1.646420 7.569651 -3.843189 0.0 0.0 0.0
H -2.055845 -0.116706 -3.721953 0.0 0.0 0.0
H -1.920035 -9.040310 2.339562 0.0 0.0 0.1
H -0.363447 -3.027672 5.400514 -0.1 0.0 0.0
H -4.527170 -5.386678 0.948264 0.0 -0.2 0.2
H -2.606226 -6.862808 2.367951 0.0 0.1 0.1
H -4.459890 -3.999215 -6.426487 0.0 0.0 0.0
H 6.358706 -0.766222 4.251013 0.0 0.0 0.2
H 0.791158 -1.582269 3.071175 -0.2 -0.1 -0.3
H -1.687030 -7.578919 -2.515183 0.0 0.0 -0.1
H 0.441021 -4.266626 5.731119 0.0 0.0 -0.1
H 9.654069 -0.935133 2.421386 0.0 0.0 0.0
H 4.003674 1.915124 -1.736454 0.0 0.1 -0.1
H 1.747138 5.444474 2.942182 0.0 0.0 0.0
H -3.553383 -6.401449 3.462703 -0.1 0.0 0.0
H 1.380221 3.088553 -8.016595 0.0 0.0 0.0
H 1.028799 3.696676 -3.849871 0.1 0.0 -0.1
H 1.422362 2.749926 1.183439 0.4 0.4 0.2
H -2.582303 -3.622599 -4.530440 0.1 0.0 0.1
H -2.675207 -7.165399 -1.427709 -0.1 0.0 -0.1
H 3.233175 1.381543 3.624947 0.1 -0.1 0.1
H 5.622197 -2.014534 3.758862 0.1 -0.2 -0.2
H -1.647343 9.676668 -3.430184 0.0 0.1 -0.1
H 3.117629 2.587760 5.983408 0.1 -0.1 0.0
H -0.206755 2.073854 -5.487736 0.1 0.0 0.0
H 1.034877 8.962899 -3.826242 0.0 0.1 0.1
H 1.396889 0.355379 5.136998 -0.2 0.1 0.4
H -2.863641 -2.542427 3.243039 0.0 0.0 -0.1
H -2.042645 -2.227593 -4.790402 -0.1 0.1 -0.1
H -0.884563 10.924464 -3.034713 0.1 0.0 0.1
H 1.451342 -2.517577 -5.853614 0.0 0.0 0.0
H 1.794486 2.607720 6.750752 -0.1 -0.1 0.0
H -5.435421 -4.335574 0.317474 -0.1 -0.1 0.1
H -2.179077 0.481043 -5.121986 0.3 0.1 0.0
H -3.550582 4.254057 -3.024678 -0.4 0.0 0.0
H 0.131514 -7.844530 3.118964 0.0 0.0 0.1
H 3.037316 2.309332 -0.618308 0.1 0.0 0.0
H 0.064761 1.242757 0.220017 0.0 0.1 -0.1
```
Positions in Å, forces in eV/Å.


(3)
This record from OMol25 describes 2 unconnected molecules or ions with the total composition CH6BN at a distorted geometry. The level of theory is wB97M-V/def2-TZVPD.

Calculated values
- Energy above the lowest of the compared OMol25 structures with the same formula, charge and spin: 133.3 kcal/mol
- Max |F|: 5.7 eV Å⁻¹
- Orbital gap (alpha / beta): 0.383 / 0.241 Eh
- E_tot: -3296.16983 eV

```
9
Properties=species:S:1:pos:R:3:forces:R:3
N -0.120799 -0.481197 -0.385645 2.3 -1.9 4.5
C 0.318993 0.666559 -0.864514 3.1 1.5 2.6
B 0.242453 -1.127067 0.884206 1.7 4.7 -2.7
H -0.814520 -0.886204 -0.886315 -2.6 -1.5 -1.9
H -0.112322 -2.085470 1.146678 -1.9 -4.0 0.9
H -1.402129 2.129185 0.335379 0.3 -0.1 -0.2
H -0.335721 1.157177 -1.452120 -1.5 1.9 -2.4
H 1.188204 1.174158 -0.328729 -1.4 -0.8 -1.0
H 1.035841 -0.547141 1.551060 0.0 0.1 0.0
```
Positions in Å, forces in eV/Å.


Copy entry 3 word for word.
This record from OMol25 describes 2 unconnected molecules or ions with the total composition CH6BN at a distorted geometry. The level of theory is wB97M-V/def2-TZVPD.

Calculated values
- Energy above the lowest of the compared OMol25 structures with the same formula, charge and spin: 133.3 kcal/mol
- Max |F|: 5.7 eV Å⁻¹
- Orbital gap (alpha / beta): 0.383 / 0.241 Eh
- E_tot: -3296.16983 eV

```
9
Properties=species:S:1:pos:R:3:forces:R:3
N -0.120799 -0.481197 -0.385645 2.3 -1.9 4.5
C 0.318993 0.666559 -0.864514 3.1 1.5 2.6
B 0.242453 -1.127067 0.884206 1.7 4.7 -2.7
H -0.814520 -0.886204 -0.886315 -2.6 -1.5 -1.9
H -0.112322 -2.085470 1.146678 -1.9 -4.0 0.9
H -1.402129 2.129185 0.335379 0.3 -0.1 -0.2
H -0.335721 1.157177 -1.452120 -1.5 1.9 -2.4
H 1.188204 1.174158 -0.328729 -1.4 -0.8 -1.0
H 1.035841 -0.547141 1.551060 0.0 0.1 0.0
```
Positions in Å, forces in eV/Å.